Entry 1:
Molecular formula: C2H4NPS
Method: DFT, wB97M-V/def2-TZVPD

```
9
Properties=species:S:1:pos:R:3:forces:R:3
C -1.339251 0.038965 1.039148 0.958 0.105 0.084
C 0.990953 -0.644295 -0.168850 -0.234 -0.293 1.003
N 0.126101 1.848531 -1.712225 -1.121 0.549 0.124
P 1.334349 1.004584 -1.622469 1.009 -0.312 -0.194
S 0.271730 -0.164247 1.309994 -0.606 -0.109 -0.990
H -1.921420 0.462107 1.835134 -0.035 0.117 0.199
H -1.813348 -0.219241 0.111361 0.008 -0.126 -0.222
H 0.371312 -1.275208 -0.795639 -0.064 0.081 -0.080
H 1.979574 -1.051195 0.003547 0.085 -0.011 0.077
```
Positions in Å, forces in eV/Å.

Results
relative energy (zero: lowest compared OMol25 entry of this formula, charge and spin)	344.25	kJ/mol
HOMO (spin up / spin down)	-0.2885 / -0.2983	hartree
gap between HOMO and LUMO (spin up / spin down)	6.5 / 7.3	eV
electronic energy	-872.76220	Ha

***

Entry 2:
Molecular formula: C2H4NS
Method: DFT, wB97M-V/def2-TZVPD

```
8
Properties=species:S:1:pos:R:3:forces:R:3
C 0.185928 0.123854 -0.151829 1.006 -1.730 -0.543
C 0.104613 -1.016175 -0.586278 -0.263 2.621 1.042
N 0.320226 1.389620 0.536479 -2.914 -3.187 -1.601
S -0.174852 -2.470597 -1.349427 -1.037 -1.142 0.820
H 1.214095 1.751962 0.703345 1.991 0.415 0.716
H -0.298752 1.194153 1.313619 0.362 0.699 1.304
H -0.210767 1.987888 -0.052659 -0.410 1.605 -0.646
H -1.140490 -2.960706 -0.413250 1.264 0.719 -1.092
```
Positions in Å, forces in eV/Å.

Results
relative energy (zero: lowest compared OMol25 entry of this formula, charge and spin)	145.05	kJ/mol
HOMO	-0.5040	hartree
gap between HOMO and LUMO	9.4	eV
charge	+1
SMILES	[NH3+]C#CS
electronic energy	-531.16858	Ha

***

Entry 3:
Molecular formula: C2H4O2
Method: DFT, wB97M-V/def2-TZVPD

```
8
Properties=species:S:1:pos:R:3:forces:R:3
O 0.878912 1.437651 -0.209639 0.108 -0.075 0.263
C 0.484826 0.299022 -0.130480 0.188 1.769 -0.639
O 1.183827 -0.704811 -0.674291 -0.165 -0.967 0.111
C -0.849323 -0.063967 0.410679 -0.759 -1.319 0.814
H 1.984988 -0.362304 -1.103805 -0.275 0.248 0.271
H -1.464433 -0.472631 -0.391816 0.092 -0.112 -0.031
H -1.436119 0.700494 0.909966 0.560 0.687 -0.402
H -0.782678 -0.833455 1.189385 0.250 -0.231 -0.388
```
Positions in Å, forces in eV/Å.

Results
relative energy (zero: lowest compared OMol25 entry of this formula, charge and spin)	15.30	kJ/mol
HOMO	-0.3849	hartree
gap between HOMO and LUMO	11.2	eV
SMILES	CC(=O)O
electronic energy	-229.10074	Ha

***

Entry 4:
Molecular formula: C2H4O2
Method: DFT, wB97M-V/def2-TZVPD

```
8
Properties=species:S:1:pos:R:3:forces:R:3
C 0.608636 0.739487 -0.440534 0.173 0.072 -0.043
O -0.644065 0.037688 -0.412129 0.020 -0.377 0.054
C -0.844769 -0.901030 0.528906 0.229 0.023 0.322
O -0.278199 -1.001564 1.583683 -0.007 0.172 -0.576
H 1.372006 0.210247 0.137354 -0.225 0.102 -0.026
H 0.512262 1.770158 -0.080858 -0.154 -0.321 0.057
H 0.882565 0.755966 -1.496545 0.087 0.083 0.151
H -1.608435 -1.610952 0.180123 -0.123 0.246 0.061
```
Positions in Å, forces in eV/Å.

Results
relative energy (zero: lowest compared OMol25 entry of this formula, charge and spin)	85.04	kJ/mol
HOMO	-0.3991	hartree
gap between HOMO and LUMO	11.8	eV
SMILES	COC=O
electronic energy	-229.07418	Ha

***

Entry 5:
Molecular formula: C2H4O2
Method: DFT, wB97M-V/def2-TZVPD

```
8
Properties=species:S:1:pos:R:3:forces:R:3
O 0.076644 -0.971596 0.256804 -0.309 -5.779 -0.575
C -0.436384 -1.976514 -0.142898 0.567 -1.033 1.334
H -0.086617 -2.920674 0.338426 -0.388 -0.320 -0.537
H -1.274625 -2.065141 -0.874303 0.344 0.422 0.037
O -0.029154 0.881655 0.198739 -0.127 7.248 0.068
C 0.442268 1.996336 0.154772 -0.263 -0.450 -1.105
H 1.339853 2.135168 -0.493715 -0.049 0.314 0.464
H -0.031985 2.920765 0.562174 0.226 -0.403 0.314
```
Positions in Å, forces in eV/Å.

Results
relative energy (zero: lowest compared OMol25 entry of this formula, charge and spin)	430.85	kJ/mol
HOMO	-0.3231	hartree
gap between HOMO and LUMO	9.9	eV
SMILES	C=O.C=O
electronic energy	-228.94247	Ha

***

Entry 6:
Molecular formula: C2H4O2
Method: DFT, wB97M-V/def2-TZVPD

```
8
Properties=species:S:1:pos:R:3:forces:R:3
C -0.780871 0.046391 0.476472 4.250 0.861 -1.842
C 1.183514 -0.050202 -0.335903 -4.943 -0.990 3.443
O -1.707566 0.456968 -0.423451 -0.687 2.290 -2.630
O -1.764238 -0.807431 0.174158 -0.596 -3.495 0.640
H -0.983353 0.613606 1.326516 0.835 0.524 2.238
H 1.437464 0.929582 -0.401130 0.729 2.731 -0.279
H 0.918356 -0.554214 -1.175559 -0.520 -1.206 -2.594
H 1.696694 -0.634697 0.358898 0.931 -0.716 1.026
```
Positions in Å, forces in eV/Å.

Results
relative energy (zero: lowest compared OMol25 entry of this formula, charge and spin)	666.39	kJ/mol
HOMO	-0.3718	hartree
gap between HOMO and LUMO	11.1	eV
electronic energy	-228.85276	Ha

***

Entry 7:
Molecular formula: C2H4O2
Method: DFT, wB97M-V/def2-TZVPD

```
8
Properties=species:S:1:pos:R:3:forces:R:3
C -0.964160 0.039134 -0.000872 -0.064 0.036 -0.008
C 0.522522 0.268008 -0.002022 -0.054 0.263 -0.006
H -1.250549 -0.525015 0.891821 0.067 0.089 -0.114
H -1.251654 -0.559873 -0.869921 0.081 0.084 0.110
H -1.481340 0.997601 -0.020717 0.081 -0.126 0.013
H 2.144326 -0.658991 0.004824 -0.136 -0.088 -0.008
O 1.202168 -0.898950 -0.002045 0.217 0.109 0.010
O 1.078690 1.338086 -0.001071 -0.193 -0.366 0.002
```
Positions in Å, forces in eV/Å.

Results
relative energy (zero: lowest compared OMol25 entry of this formula, charge and spin)	0.00	kJ/mol
HOMO	-0.3912	hartree
gap between HOMO and LUMO	11.4	eV
SMILES	CC(=O)O
electronic energy	-229.10657	Ha

***

Entry 8:
Molecular formula: C2H4O2
Method: DFT, wB97M-V/def2-TZVPD

```
8
Properties=species:S:1:pos:R:3:forces:R:3
C -0.692561 0.489779 -0.461711 -0.156 -0.094 0.067
C 0.376379 -0.475002 0.016770 -0.172 0.416 -0.051
H -0.324496 1.524415 -0.496022 0.071 -0.402 -0.086
H -1.504778 0.494959 0.275598 0.137 -0.087 -0.114
H -1.098761 0.174953 -1.429388 0.261 0.095 0.283
H 1.600022 -0.677397 1.431399 0.072 -0.097 0.012
O 0.938332 -0.025082 1.166497 -0.108 -0.011 -0.156
O 0.705862 -1.506625 -0.503141 -0.105 0.180 0.046
```
Positions in Å, forces in eV/Å.

Results
relative energy (zero: lowest compared OMol25 entry of this formula, charge and spin)	1.65	kJ/mol
HOMO	-0.3923	hartree
gap between HOMO and LUMO	11.5	eV
SMILES	CC(=O)O
electronic energy	-229.10594	Ha

***

Entry 9:
Molecular formula: C2H4O2P
Method: DFT, wB97M-V/def2-TZVPD

```
9
Properties=species:S:1:pos:R:3:forces:R:3
C 1.997222 -0.961752 0.524592 -0.614 -2.000 0.136
C -1.147174 0.999629 -0.763965 0.079 1.833 -1.007
O 1.013703 -0.408035 0.129643 -0.809 0.161 -0.184
O -2.095701 0.578018 -0.020419 3.638 1.606 -3.146
P -2.981450 -0.166878 0.861402 -3.619 -2.673 3.358
H 2.902238 -0.504357 0.708396 2.168 1.940 0.291
H 2.115673 -2.041043 0.753250 -0.899 -0.066 -0.244
H -0.939879 0.447906 -1.739383 -0.136 0.824 1.673
H -0.864632 2.056513 -0.453513 0.192 -1.624 -0.879
```
Positions in Å, forces in eV/Å.

Results
relative energy (zero: lowest compared OMol25 entry of this formula, charge and spin)	534.34	kJ/mol
HOMO (spin up / spin down)	-0.4976 / -0.4988	hartree
gap between HOMO and LUMO (spin up / spin down)	6.7 / 6.7	eV
charge	+1
electronic energy	-569.97161	Ha

***

Entry 10:
Molecular formula: C2H4O2S
Method: DFT, wB97M-V/def2-TZVPD

```
9
Properties=species:S:1:pos:R:3:forces:R:3
C 0.295009 0.402264 0.586325 -0.270 -0.859 0.518
C -0.160392 -0.995384 0.061979 -0.149 1.231 1.467
H -1.300419 1.666372 -0.661003 0.147 0.053 0.128
H -0.156497 0.405080 1.593853 0.124 0.399 -0.574
H 1.371640 0.345724 0.749220 0.112 0.120 -0.154
H 0.544453 -0.665791 -1.659171 0.197 0.369 -0.152
O 0.175588 -1.394865 -1.156092 -0.168 -0.366 -0.291
O -0.759349 -1.677410 0.847342 0.114 -0.469 -0.688
S -0.010033 1.914010 -0.362451 -0.108 -0.478 -0.255
```
Positions in Å, forces in eV/Å.

Results
relative energy (zero: lowest compared OMol25 entry of this formula, charge and spin)	19.89	kJ/mol
HOMO	-0.3637	hartree
gap between HOMO and LUMO	10.4	eV
SMILES	O=C(O)CS
electronic energy	-627.27656	Ha